DFT (ωB97M-V/def2-TZVPD) results for one molecule with the formula C5H7NO.

Atoms and positions in Å:
O (0.25, 1.54, 1.71)
C (1.06, 1.64, 0.72)
C (0.78, 1.14, -0.52)
C (-0.60, -0.68, -1.10)
C (-0.05, -1.57, -0.07)
C (-0.98, -0.45, 0.41)
N (-0.52, 0.66, -0.81)
H (2.06, 2.06, 0.86)
H (1.50, 0.99, -1.32)
H (-1.38, -1.03, -1.77)
H (0.99, -1.52, 0.27)
H (-0.50, -2.57, -0.08)
H (-0.51, 0.32, 1.20)
H (-2.05, -0.58, 0.51)

gap between HOMO and LUMO (spin up / spin down) = 0.28344 / 0.28342 Ha
E_HOMO (spin up / spin down) = -7.5 / -7.5 eV
E_LUMO (spin up / spin down) = 0.20 / 0.20 eV
charge = 0
energy relative to the best compared isomer or geometry (same formula, charge and spin) = 128.5 kcal per mole
2S+1 = 1

DFT (ωB97M-V/def2-TZVPD) results for a 4-piece molecular cluster, C7H18O3 overall at a distorted geometry.

Atoms and positions in Å:
C (0.73, -0.87, -1.44)
C (-0.72, -1.30, -1.50)
C (-1.48, -1.36, -2.58)
C (-1.26, -1.75, -0.14)
C (-0.53, -1.49, 1.18)
C (0.05, -0.38, 1.61)
C (0.83, -0.31, 2.88)
H (0.70, 0.21, -1.38)
H (1.26, -1.34, -0.62)
H (1.29, -1.08, -2.35)
H (-1.14, -1.20, -3.59)
H (-2.56, -1.44, -2.49)
H (-1.57, -2.79, -0.10)
H (-2.19, -1.19, 0.02)
H (-0.57, -2.39, 1.78)
H (-0.07, 0.52, 1.02)
H (1.13, -1.31, 3.20)
H (0.29, 0.12, 3.73)
H (1.80, 0.18, 2.74)
H (0.95, 2.71, -2.23)
H (0.93, 2.72, -0.73)
O (0.33, 2.78, -1.49)
H (2.91, 0.98, 0.07)
H (1.89, 1.49, 1.08)
O (2.24, 1.67, 0.20)
H (-1.34, 2.49, -0.25)
H (-2.12, 1.72, 0.79)
O (-1.79, 2.60, 0.60)

gap between HOMO and LUMO = 0.34827 Ha
SMILES = C=C(C)C/C=C/C.O.O.O
E_HOMO = -9.0 eV
E_LUMO = 0.47 eV
charge = 0
energy relative to the best compared isomer or geometry (same formula, charge and spin) = 25.4 kcal per mole
2S+1 = 1

Number 1: DFT total energy -324.51972 Eh. Number 2: DFT total energy -503.16809 Eh.